# 1
{"formula": "C21H48BiNO2P2", "method": "ωB97M-V with the def2-TZVPD basis set", "elements": ["Bi", "P", "P", "N", "C", "H", "H", "C", "H", "H", "C", "H", "H", "C", "H", "H", "C", "C", "H", "H", "H", "C", "C", "H", "H", "H", "C", "C", "H", "H", "H", "C", "C", "H", "H", "H", "C", "O", "C", "H", "H", "H", "C", "H", "H", "H", "C", "H", "H", "H", "C", "H", "H", "H", "H", "H", "H", "H", "H", "H", "C", "C", "O", "C", "C", "H", "H", "H", "H", "H", "H", "H", "H", "H", "H"], "xyz": [[-0.7368, 0.0034, -0.1774], [-0.1416, -2.4756, -1.1895], [-0.1436, 2.5454, -0.9468], [-0.1430, 0.1463, -3.2059], [-0.0699, -2.3261, -3.0250], [0.4746, -3.1966, -3.4232], [-1.1082, -2.3651, -3.3963], [0.6286, -1.0696, -3.5493], [1.6430, -0.9723, -3.1339], [0.7232, -1.1268, -4.6502], [0.6163, 1.3948, -3.4459], [0.6978, 1.5570, -4.5384], [1.6373, 1.2696, -3.0517], [-0.0751, 2.5902, -2.7915], [-1.1127, 2.6716, -3.1566], [0.4729, 3.4943, -3.0984], [1.4115, 3.4135, -0.3926], [1.8182, 3.0566, 1.0396], [2.8247, 3.4610, 1.2270], [1.8527, 1.9734, 1.2040], [1.1420, 3.5094, 1.7784], [-1.6317, 3.5439, -0.4733], [-1.7616, 3.7110, 1.0468], [-2.6847, 4.2678, 1.2650], [-0.9267, 4.2814, 1.4803], [-1.8302, 2.7439, 1.5674], [-1.6277, -3.5322, -0.8390], [-1.7410, -3.9026, 0.6468], [-2.6610, -4.4872, 0.7937], [-1.8086, -3.0148, 1.2933], [-0.9027, -4.5264, 0.9920], [1.4058, -3.4185, -0.7403], [1.8278, -3.2057, 0.7166], [2.7851, -3.7225, 0.8847], [1.0997, -3.6303, 1.4231], [1.9757, -2.1447, 0.9496], [1.4861, -0.0327, -0.0497], [2.5601, 0.0335, -0.5246], [-1.7695, 4.8727, -1.2171], [-1.0628, 5.6264, -0.8549], [-1.6465, 4.7641, -2.3009], [-2.7780, 5.2653, -1.0323], [-1.7758, -4.7531, -1.7502], [-2.7840, -5.1643, -1.6061], [-1.6636, -4.4996, -2.8113], [-1.0650, -5.5481, -1.4982], [1.3693, -4.9109, -1.0692], [2.3838, -5.3165, -0.9498], [0.7272, -5.4695, -0.3752], [1.0587, -5.1198, -2.0989], [1.3940, 4.9314, -0.5714], [0.7556, 5.4238, 0.1743], [2.4120, 5.3130, -0.4102], [1.0873, 5.2463, -1.5750], [2.1753, 2.9933, -1.0704], [2.1681, -2.9413, -1.3810], [-2.4619, 2.8947, -0.8069], [-2.4608, -2.8435, -1.0745], [-0.9235, 0.1686, -3.8471], [-1.9264, -0.1598, 1.0863], [-1.3465, 1.1860, 4.4274], [-0.0532, 1.2071, 3.6404], [0.0779, 0.1413, 2.6980], [-0.0573, -1.1777, 3.2594], [1.1573, -1.5419, 4.0871], [-2.2215, 1.1338, 3.7713], [-1.4122, 2.1094, 5.0081], [-1.3819, 0.3581, 5.1406], [0.0170, 2.1264, 3.0468], [0.8192, 1.1610, 4.3080], [-0.9881, -1.2302, 3.8463], [-0.1805, -1.8492, 2.3944], [1.1499, -0.9987, 5.0403], [1.1435, -2.6144, 4.3077], [2.0863, -1.3022, 3.5555]], "mulliken_charge": [1.33, 0.11, 0.03, -0.03, -1.18, 0.45, 0.58, -1.06, 0.39, 0.50, -1.06, 0.48, 0.39, -1.11, 0.58, 0.45, 0.73, -1.22, 0.53, 0.10, 0.18, 0.58, -1.21, 0.52, 0.18, 0.07, 0.54, -1.25, 0.51, 0.18, 0.20, 0.73, -1.11, 0.52, 0.16, 0.05, 0.00, -0.16, -1.45, 0.28, 0.35, 0.46, -1.44, 0.47, 0.34, 0.27, -1.70, 0.50, 0.31, 0.36, -1.68, 0.31, 0.48, 0.36, 0.43, 0.43, 0.44, 0.43, 0.29, -0.02, -1.39, 0.15, 0.06, 0.71, -1.43, 0.30, 0.44, 0.41, -0.29, 0.36, 0.48, -0.80, 0.40, 0.43, 0.28], "homo_ev": [-13.28, -13.28], "e_above_lowest_kcal_mol": 40.8, "total_charge": 2, "largest_force_ev_per_a": 7.52}

# 2
{"formula": "C21H48ClNO2P3Ti", "method": "ωB97M-V with the def2-TZVPD basis set", "elements": ["C", "C", "H", "H", "H", "O", "Cl", "Ti", "P", "C", "C", "H", "H", "H", "H", "H", "H", "C", "H", "H", "H", "P", "C", "C", "H", "H", "H", "C", "H", "H", "H", "H", "H", "H", "C", "O", "C", "C", "C", "C", "P", "N", "C", "C", "C", "C", "C", "C", "C", "C", "H", "H", "H", "H", "H", "H", "H", "H", "H", "H", "H", "H", "H", "H", "H", "H", "H", "H", "H", "H", "H", "H", "H", "H", "H", "H", "H"], "xyz": [[2.4855, 8.1913, 0.2687], [2.4448, 6.7098, 0.0580], [1.8471, 8.7013, -0.4673], [3.5196, 8.5407, 0.1683], [2.1385, 8.4191, 1.2825], [1.7960, 6.1060, -0.8091], [3.4494, 5.8256, 1.2068], [0.4698, 1.6948, 0.0123], [2.2696, 1.6042, -1.5665], [1.8537, 1.0324, -3.2292], [3.2330, 3.0823, -1.7731], [4.1227, 2.8635, -2.3858], [4.2964, 0.3016, -1.5794], [3.5444, 3.4654, -0.7894], [3.7359, 0.6544, 0.0950], [1.2062, 1.7694, -3.7254], [2.6338, 3.8645, -2.2585], [3.4180, 0.3570, -0.9160], [2.7854, 0.9147, -3.8078], [2.9396, -0.6236, -0.8523], [1.3199, 0.0758, -3.2000], [-1.2242, 2.3645, 1.5746], [-2.9361, 2.0752, 1.0823], [-0.9753, 1.3217, 3.0340], [-0.1347, 4.2659, 2.5197], [-1.8687, 4.1710, 2.9954], [-1.4003, 4.7415, 1.3563], [-1.1527, 4.0433, 2.1676], [0.0501, 1.4603, 3.4107], [-1.6968, 1.6123, 3.8147], [-3.5985, 2.3015, 1.9338], [-3.0899, 1.0332, 0.7707], [-1.1082, 0.2615, 2.7897], [-3.1980, 2.7263, 0.2340], [-0.8513, 1.4861, -1.4072], [-1.6465, 1.1385, -2.2176], [0.2353, -1.9687, 2.8259], [-0.9004, -2.4426, 1.8883], [-0.9724, -3.9867, 2.0255], [-2.2905, -1.9297, 2.3145], [-0.4594, -1.7734, 0.0437], [0.1914, -0.2760, 0.1889], [0.9244, -3.0516, -0.7169], [0.4769, -4.4899, -1.0107], [1.4087, -2.5117, -2.0616], [2.1083, -3.0747, 0.2774], [-2.1761, -2.0496, -1.1278], [-1.7923, -1.9060, -2.6202], [-2.8135, -3.4353, -0.9460], [-3.2935, -1.0600, -0.7875], [-0.0693, -2.1546, 3.8653], [0.5052, -0.9266, 2.7057], [1.1646, -2.5326, 2.6820], [-1.2749, -4.2172, 3.0580], [-1.7147, -4.4390, 1.3677], [-0.0108, -4.4655, 1.8817], [-2.4949, -0.8811, 2.0618], [-3.0976, -2.5120, 1.8683], [-2.3990, -2.0553, 3.4033], [-0.2150, -4.5360, -1.8433], [1.3650, -5.0576, -1.3231], [0.0571, -5.0093, -0.1493], [1.5941, -1.4024, -1.9633], [2.3397, -3.0056, -2.3581], [0.7063, -2.6310, -2.8901], [2.4077, -2.0862, 0.6064], [1.8832, -3.6998, 1.1425], [2.9670, -3.5584, -0.2130], [-1.2988, -2.8031, -2.9826], [-2.7192, -1.8251, -3.2092], [-1.1849, -1.0297, -2.8349], [-3.2283, -3.5764, 0.0484], [-3.6530, -3.5189, -1.6480], [-2.1382, -4.2683, -1.1670], [-3.6721, -1.1606, 0.2287], [-3.0049, -0.0035, -0.9664], [-4.1395, -1.2410, -1.4554]], "mulliken_charge": [-1.01, 0.74, 0.28, 0.34, 0.34, -0.48, -0.18, -0.64, 1.33, -1.12, -1.04, 0.45, 0.46, 0.31, 0.43, 0.44, 0.38, -1.09, 0.46, 0.02, 0.10, 1.36, -1.17, -1.25, 0.42, 0.41, 0.39, -1.18, 0.42, 0.49, 0.48, -0.01, 0.03, 0.42, 0.51, -0.33, -1.54, 1.89, -1.83, -1.97, 0.59, 0.45, 1.81, -1.90, -1.27, -1.98, 1.87, -1.78, -1.73, -1.54, 0.43, 0.16, 0.36, 0.54, 0.30, 0.36, 0.23, 0.41, 0.48, 0.39, 0.51, 0.28, -0.46, 0.56, 0.29, 0.43, 0.42, 0.52, 0.41, 0.56, 0.14, 0.31, 0.52, 0.23, 0.33, 0.08, 0.65], "homo_ev": [-14.69, -14.77], "s_squared": 0.777, "multiplicity": 2, "total_charge": 2, "largest_force_ev_per_a": 8.19}

# 3
{"formula": "C21H48N2O38PS9", "method": "ωB97M-V with the def2-TZVPD basis set", "elements": ["N", "C", "C", "P", "C", "O", "N", "O", "H", "H", "H", "H", "H", "H", "H", "H", "H", "H", "H", "H", "C", "C", "O", "S", "O", "O", "O", "H", "H", "H", "H", "C", "C", "O", "S", "O", "O", "O", "H", "H", "H", "H", "C", "C", "O", "S", "O", "O", "O", "H", "H", "H", "H", "C", "C", "O", "S", "O", "O", "O", "H", "H", "H", "H", "C", "C", "O", "S", "O", "O", "O", "H", "H", "H", "H", "C", "C", "O", "S", "O", "O", "O", "H", "H", "H", "H", "C", "C", "O", "S", "O", "O", "O", "H", "H", "H", "H", "C", "C", "O", "S", "O", "O", "O", "H", "H", "H", "H", "C", "C", "O", "S", "O", "O", "O", "H", "H", "H", "H"], "xyz": [[-1.4366, -2.6641, -2.0003], [-1.3567, -3.9080, -1.2226], [-0.3885, -4.9529, -1.7978], [1.4774, -4.4500, -1.9783], [1.5798, -4.8608, -3.8917], [2.0286, -3.7453, -4.7486], [0.9506, -2.9319, -5.1102], [0.4888, -3.2509, -6.1509], [-1.8568, -2.8580, -2.9027], [-2.0469, -2.0034, -1.5269], [-2.3554, -4.3909, -1.2276], [-1.1143, -3.7021, -0.1808], [-0.8508, -5.3402, -2.7185], [-0.3835, -5.7815, -1.0782], [1.8829, -5.8492, -1.6900], [2.9329, -4.1070, -2.0549], [1.1685, -3.0689, -2.3024], [1.4851, -4.1289, -0.5329], [2.3315, -5.6447, -4.0289], [0.6450, -5.2306, -4.3362], [-5.6572, -1.7701, 1.1389], [-5.0538, -0.8369, 2.1676], [-3.9694, -0.2146, 1.4741], [-4.3217, -0.0417, -0.0541], [-4.7921, 1.2861, -0.2765], [-3.2750, -0.5518, -0.8610], [-5.5795, -1.0307, -0.0925], [-5.0716, -2.6849, 1.0316], [-6.6924, -2.0230, 1.3516], [-4.6902, -1.3433, 3.0539], [-5.7671, -0.0612, 2.4649], [0.3427, -0.9727, 4.9710], [0.9207, 0.1643, 4.1492], [0.6140, -0.1894, 2.8027], [-0.7708, -0.9720, 2.7367], [-1.8261, -0.0827, 2.4119], [-0.5701, -2.1717, 2.0156], [-0.8825, -1.3005, 4.3112], [0.9935, -1.8500, 4.9506], [0.1408, -0.6903, 6.0015], [1.9959, 0.2705, 4.2664], [0.4319, 1.1146, 4.3787], [1.7711, 2.3229, -2.1391], [2.2966, 0.9433, -1.7929], [2.4585, 0.9792, -0.3647], [1.3402, 1.9023, 0.2818], [0.2724, 1.0944, 0.7384], [1.9751, 2.8351, 1.1513], [0.8729, 2.6359, -1.0552], [2.5630, 3.0671, -2.1522], [1.2337, 2.3429, -3.0831], [3.2445, 0.7070, -2.2644], [1.5665, 0.1704, -2.0424], [7.0369, 2.0299, 0.5765], [7.6459, 3.0613, -0.3497], [7.2516, 2.6240, -1.6647], [5.8071, 1.9369, -1.5857], [4.8189, 2.8855, -1.9559], [5.8931, 0.6691, -2.2203], [5.7595, 1.7389, -0.0177], [7.6263, 1.1133, 0.6012], [6.8943, 2.3978, 1.5881], [8.7294, 3.1010, -0.2823], [7.2282, 4.0555, -0.1811], [1.1643, -8.6732, -6.3592], [0.0768, -7.6609, -6.0624], [-0.6342, -8.2368, -4.9565], [0.3787, -9.0425, -4.0178], [0.7910, -8.2146, -2.9504], [-0.1554, -10.3443, -3.8103], [1.5860, -9.1296, -5.0715], [0.7760, -9.5269, -6.9207], [2.0089, -8.2403, -6.8886], [-0.6021, -7.5120, -6.8976], [0.4912, -6.7005, -5.7488], [10.4389, -0.6568, -2.5476], [8.9604, -0.6264, -2.2282], [8.8687, -1.2544, -0.9369], [10.1655, -0.9184, -0.0845], [9.8966, 0.1863, 0.7739], [10.7039, -2.1227, 0.4311], [11.0733, -0.3889, -1.2859], [10.7585, -1.6396, -2.8977], [10.7294, 0.0991, -3.2718], [8.3596, -1.1659, -2.9536], [8.5868, 0.3940, -2.1375], [-3.8848, 4.3870, -0.4679], [-3.3444, 5.3533, 0.5637], [-2.6061, 6.3165, -0.2163], [-3.3052, 6.5139, -1.6288], [-4.1395, 7.6705, -1.5842], [-2.3246, 6.3844, -2.6446], [-4.2377, 5.2349, -1.5864], [-3.1246, 3.6791, -0.7965], [-4.7567, 3.8401, -0.1252], [-2.6884, 4.8792, 1.2871], [-4.1441, 5.8800, 1.0889], [-5.5809, -0.8290, 8.1473], [-6.6484, -0.4671, 7.1342], [-5.9051, -0.0325, 5.9886], [-4.5367, -0.8534, 5.8832], [-4.7167, -1.9369, 4.9828], [-3.4729, 0.0678, 5.7457], [-4.5503, -1.4476, 7.3671], [-5.1663, 0.0580, 8.6295], [-5.9345, -1.5241, 8.9038], [-7.3028, 0.3313, 7.4717], [-7.2457, -1.3364, 6.8519], [-4.9156, 9.7230, 1.0086], [-6.4073, 9.6455, 1.2471], [-6.5334, 8.7366, 2.3518], [-5.2823, 8.8950, 3.3296], [-5.6274, 9.7461, 4.4126], [-4.7394, 7.6041, 3.5617], [-4.3455, 9.7060, 2.3318], [-4.5523, 8.8539, 0.4605], [-4.6162, 10.6290, 0.4899], [-6.9519, 9.2640, 0.3885], [-6.8223, 10.6106, 1.5455]], "mulliken_charge": [-0.34, -0.27, -1.18, 0.82, -0.55, -0.23, 0.25, -0.39, 0.20, 0.30, 0.25, 0.19, 0.38, 0.32, -0.14, 0.01, -0.54, -0.08, 0.35, -0.11, -0.47, 0.11, -0.19, 0.98, -0.57, -0.61, -0.36, 0.34, 0.33, 0.09, 0.20, -0.42, -0.43, -0.09, 0.92, -0.35, -0.57, -0.29, 0.27, 0.32, 0.34, 0.29, -0.17, -0.36, -0.28, 0.94, -0.27, -0.64, -0.31, 0.22, 0.36, 0.19, 0.31, -0.12, -0.46, -0.32, 1.06, -0.56, -0.56, -0.21, 0.17, 0.32, 0.32, 0.33, -0.37, 0.19, -0.31, 1.02, -0.42, -0.59, -0.32, 0.29, 0.32, 0.31, -0.06, -0.36, 0.01, -0.28, 1.13, -0.57, -0.56, -0.33, 0.30, 0.31, 0.36, -0.03, -0.22, -0.21, -0.31, 1.12, -0.59, -0.56, -0.31, 0.22, 0.31, 0.35, 0.19, -0.36, -0.34, -0.30, 1.19, -0.62, -0.51, -0.31, 0.29, 0.30, 0.30, 0.29, 0.07, -0.36, -0.32, 1.09, -0.56, -0.51, -0.30, -0.01, 0.30, 0.32, 0.30], "homo_ev": -2.76, "total_charge": -1, "largest_force_ev_per_a": 0.89}